## i
# H66O33

A 33-piece molecular cluster, H66O33 overall (the ωB97M-V functional and the def2-TZVPD basis, the OMol25 dataset).

Summary:
- HOMO (hartree) = -0.362
- net charge = 0
- orbital gap (eV) = 8.4

Each line ends with the Mulliken charge.
Element x y z (Å)
O1 -2.883 1.566 5.087  -0.650
H1 -2.585 1.555 4.177  0.375
H2 -2.818 2.484 5.349  0.272
O2 0.961 5.824 -1.726  -0.658
H3 0.731 4.926 -1.963  0.435
H4 1.487 6.139 -2.461  0.281
O3 -2.439 -3.129 0.136  -0.515
H5 -1.919 -3.633 -0.491  0.222
H6 -2.212 -3.500 0.989  0.217
O4 -0.954 -4.219 2.864  -0.598
H7 -1.090 -3.303 3.104  0.301
H8 -0.719 -4.651 3.685  0.296
O5 3.171 1.036 1.193  -0.542
H9 4.051 1.309 1.453  0.199
H10 2.876 0.468 1.905  0.173
O6 -2.753 1.863 2.332  -0.637
H11 -2.256 2.479 1.794  0.282
H12 -2.869 1.095 1.772  0.543
O7 3.645 -3.090 -2.004  -0.613
H13 3.650 -4.046 -1.949  0.313
H14 3.418 -2.904 -2.915  0.300
O8 -3.160 0.213 -4.434  -0.715
H15 -3.399 0.261 -5.360  0.271
H16 -2.241 -0.056 -4.437  0.452
O9 -0.639 -0.811 -4.661  -0.696
H17 -0.129 -0.240 -5.236  0.270
H18 -0.620 -1.665 -5.093  0.230
O10 3.202 4.175 -3.282  -0.640
H19 2.306 3.854 -3.184  0.425
H20 3.169 4.748 -4.048  0.305
O11 -0.789 3.209 0.854  -0.374
H21 -0.559 3.881 1.496  0.271
H22 0.005 3.094 0.332  -0.014
O12 2.216 2.275 4.662  -0.698
H23 2.728 1.471 4.569  0.362
H24 1.450 2.136 4.105  0.372
O13 -1.420 -1.591 4.056  -0.598
H25 -0.955 -0.769 4.215  0.218
H26 -2.341 -1.380 4.212  0.266
O14 -0.202 0.277 0.249  0.779
H27 0.045 0.453 -0.659  -0.137
H28 0.413 -0.398 0.538  -0.161
O15 0.704 3.208 -2.380  -0.900
H29 1.291 3.309 -1.630  0.670
H30 0.447 2.287 -2.360  0.157
O16 -2.610 2.605 -3.473  -0.523
H31 -2.536 1.661 -3.617  0.356
H32 -3.519 2.810 -3.693  0.242
O17 -3.110 -3.156 -2.840  -0.692
H33 -2.301 -3.441 -3.264  0.265
H34 -2.968 -3.331 -1.909  0.383
O18 -3.966 -0.613 -2.089  -0.664
H35 -3.885 -1.525 -2.368  0.337
H36 -3.593 -0.107 -2.811  0.366
O19 1.077 -5.670 1.428  -0.627
H37 1.131 -5.914 2.351  0.280
H38 0.526 -4.887 1.418  0.358
O20 1.281 -4.882 -2.647  -0.683
H39 0.805 -4.104 -2.356  0.495
H40 1.173 -5.510 -1.933  0.337
O21 0.543 0.087 -2.404  -0.328
H41 1.471 -0.145 -2.372  0.215
H42 0.239 -0.252 -3.246  0.092
O22 2.012 -1.503 -0.138  -0.335
H43 2.700 -0.882 0.104  0.165
H44 2.481 -2.240 -0.530  0.169
O23 -2.222 4.561 -1.114  -0.658
H45 -1.915 3.902 -0.491  0.372
H46 -1.882 4.269 -1.960  0.229
O24 -2.906 -0.055 0.585  -0.517
H47 -1.988 -0.229 0.377  0.185
H48 -3.358 -0.111 -0.257  0.354
O25 -0.160 1.463 3.265  -0.419
H49 -0.185 2.393 3.487  0.342
H50 -0.714 1.387 2.487  0.079
O26 0.911 -3.410 5.058  -0.623
H51 0.348 -2.771 5.495  0.359
H52 1.181 -2.977 4.248  0.306
O27 1.490 5.406 1.052  -0.706
H53 1.753 4.548 0.720  0.381
H54 1.234 5.897 0.272  0.384
O28 -0.101 -2.726 -1.887  -0.249
H55 0.129 -2.181 -1.135  0.115
H56 -0.356 -2.103 -2.567  -0.054
O29 3.784 0.139 4.183  -0.633
H57 4.733 0.166 4.306  0.269
H58 3.451 -0.289 4.971  0.338
O30 2.440 -2.574 2.890  -0.554
H59 3.001 -1.804 2.802  0.259
H60 2.889 -3.256 2.390  0.254
O31 -4.627 -1.594 2.218  -0.661
H61 -3.946 -1.089 1.773  0.387
H62 -5.438 -1.123 2.025  0.294
O32 2.617 -1.332 -4.032  -0.649
H63 2.174 -1.893 -4.668  0.281
H64 3.226 -0.811 -4.555  0.281
O33 2.129 3.121 -0.214  -0.585
H65 2.381 2.306 0.220  0.151
H66 2.959 3.556 -0.408  0.367

## ii
# H66O33

A 33-piece molecular cluster, H66O33 overall (the ωB97M-V functional and the def2-TZVPD basis, the OMol25 dataset).

Summary:
- HOMO (hartree) = -0.358
- net charge = 0
- orbital gap (eV) = 8.6

Each line ends with the Mulliken charge.
Element x y z (Å)
O1 0.504 -17.721 2.343  -0.171
H1 -0.417 -17.502 2.202  0.395
H2 0.483 -18.540 2.837  -0.034
O2 0.566 -22.080 0.058  -0.686
H3 1.079 -21.294 0.245  0.325
H4 0.640 -22.609 0.852  0.297
O3 -4.710 -18.332 7.654  -0.627
H5 -5.508 -17.835 7.833  0.236
H6 -4.115 -17.695 7.257  0.293
O4 -6.793 -19.574 5.902  -0.636
H7 -7.234 -20.400 5.706  0.302
H8 -5.872 -19.740 5.701  0.292
O5 3.279 -18.643 6.642  -0.462
H9 3.687 -18.001 7.222  0.259
H10 3.650 -19.482 6.913  0.182
O6 3.925 -18.435 3.665  -0.636
H11 4.036 -19.338 3.370  0.363
H12 3.696 -18.511 4.592  0.323
O7 2.639 -20.351 1.234  -0.529
H13 3.302 -19.818 0.795  0.296
H14 3.055 -20.629 2.049  0.290
O8 -1.877 -19.563 4.379  0.001
H15 -1.660 -19.144 3.546  0.033
H16 -1.056 -19.962 4.668  -0.043
O9 -5.805 -21.043 8.145  -0.662
H17 -5.382 -21.290 8.967  0.244
H18 -5.276 -20.318 7.812  0.273
O10 -2.864 -16.900 6.340  -0.619
H19 -2.253 -17.517 5.937  0.159
H20 -2.323 -16.149 6.582  0.184
O11 2.325 -15.586 1.103  -0.682
H21 1.756 -16.301 1.390  0.266
H22 2.122 -14.864 1.697  0.302
O12 2.687 -21.749 6.075  -0.656
H23 2.170 -22.237 6.716  0.294
H24 3.401 -21.365 6.583  0.226
O13 -5.369 -21.304 2.991  -0.646
H25 -4.777 -21.995 3.289  0.339
H26 -4.795 -20.652 2.590  0.267
O14 -2.990 -23.020 8.412  -0.675
H27 -3.851 -23.437 8.435  0.332
H28 -3.142 -22.179 7.981  0.310
O15 -2.301 -18.205 2.064  -0.622
H29 -2.706 -18.884 1.524  0.393
H30 -2.902 -17.462 2.005  0.252
O16 -4.342 -24.690 5.739  -0.652
H31 -3.955 -23.907 5.349  0.429
H32 -3.595 -25.260 5.923  0.347
O17 1.177 -17.646 -0.660  -0.640
H33 1.370 -18.201 0.095  0.269
H34 1.370 -16.757 -0.360  0.347
O18 2.037 -23.671 2.348  -0.607
H35 2.844 -23.169 2.230  0.301
H36 1.862 -23.625 3.288  0.286
O19 -3.717 -15.771 1.663  -0.571
H37 -3.023 -15.425 1.102  0.221
H38 -4.409 -15.111 1.623  0.257
O20 0.204 -17.461 6.418  -0.465
H39 1.112 -17.615 6.157  0.134
H40 0.161 -16.521 6.595  0.230
O21 0.730 -22.066 8.215  -0.621
H41 0.288 -22.144 9.060  0.274
H42 1.101 -21.183 8.218  0.313
O22 -5.162 -18.102 2.439  -0.592
H43 -4.918 -17.507 1.730  0.315
H44 -4.477 -18.770 2.438  0.273
O23 -3.746 -20.326 0.980  -0.600
H45 -4.548 -20.642 0.564  0.289
H46 -3.055 -20.522 0.347  0.172
O24 -2.991 -19.468 9.200  -0.667
H47 -3.381 -19.311 10.060  0.269
H48 -3.521 -18.946 8.598  0.492
O25 -4.729 -15.586 4.860  -0.653
H49 -4.072 -16.184 5.217  0.397
H50 -5.443 -16.156 4.575  0.337
O26 -1.971 -21.862 -0.837  -0.627
H51 -1.950 -22.816 -0.772  0.260
H52 -1.113 -21.581 -0.519  0.438
O27 -0.360 -19.039 8.687  -0.649
H53 -0.356 -18.472 7.916  0.327
H54 -1.269 -19.325 8.770  0.458
O28 -4.021 -20.004 5.789  0.146
H55 -4.132 -19.353 6.482  0.389
H56 -3.331 -19.645 5.232  0.072
O29 -3.256 -22.419 4.763  -0.735
H57 -3.570 -21.617 5.181  0.384
H58 -2.371 -22.205 4.467  0.211
O30 3.547 -21.200 3.472  -0.663
H59 4.409 -21.564 3.269  0.289
H60 3.307 -21.603 4.307  0.213
O31 0.963 -19.965 4.345  0.119
H61 1.490 -20.446 4.983  0.053
H62 1.548 -19.834 3.599  0.070
O32 -1.718 -24.963 6.806  -0.657
H63 -2.111 -24.120 7.031  0.374
H64 -1.885 -25.517 7.568  0.301
O33 -2.479 -13.719 4.265  -0.550
H65 -2.190 -13.034 3.663  0.281
H66 -1.696 -14.247 4.421  0.268

Which one sits at the bottom of the stability order? ii does.

## i
# C4H12N2S

An isolated ion of composition C4H12N2S and charge +1 (the ωB97M-V functional and the def2-TZVPD basis, the OMol25 dataset).

Summary:
- 2S+1 = 2
- HOMO (alpha / beta) (hartree) = -0.485 / -0.480
- expectation value of S² = 0.756
- net charge = +1
- orbital gap (alpha / beta) (eV) = 9.9 / 5.1

Each line ends with the Mulliken charge.
Element x y z (Å)
C1 0.312 -0.074 -0.654  -0.483
N1 0.114 -0.663 0.625  0.011
C2 0.135 -2.120 0.863  -0.512
N2 1.337 -2.581 1.606  -0.517
C3 -0.759 0.801 -1.198  -0.561
C4 -1.002 2.138 -0.375  -0.767
S1 0.687 3.087 -0.161  -0.166
H1 1.170 0.590 -0.621  0.281
H2 0.710 -0.933 -1.378  0.382
H3 -0.663 -0.353 1.305  0.367
H4 -0.104 -2.662 -0.058  0.435
H5 -0.748 -2.349 1.528  0.336
H6 2.220 -2.227 1.261  0.290
H7 1.215 -1.948 2.476  0.301
H8 -0.564 1.181 -2.208  0.334
H9 -1.730 0.201 -1.277  0.326
H10 -1.761 2.664 -0.917  0.380
H11 -1.394 2.011 0.647  0.395
H12 0.826 3.238 -1.462  0.168

## ii
# C4H12N2S

An isolated ion of composition C4H12N2S and charge +1 (the ωB97M-V functional and the def2-TZVPD basis, the OMol25 dataset).

Summary:
- 2S+1 = 2
- HOMO (alpha / beta) (hartree) = -0.473 / -0.461
- expectation value of S² = 0.753
- net charge = +1
- orbital gap (alpha / beta) (eV) = 9.0 / 3.3

Each line ends with the Mulliken charge.
Element x y z (Å)
C1 -0.038 -1.101 -1.516  -1.586
C2 -0.455 -0.360 -0.219  0.296
C3 -1.588 0.504 -0.550  -0.904
S1 -3.092 -0.287 -1.299  0.234
N1 0.747 0.404 0.319  -0.398
C4 1.413 -0.075 1.498  -0.512
N2 2.323 0.844 2.135  -0.597
H1 0.267 -0.312 -2.175  0.484
H2 0.749 -1.926 -1.285  0.282
H3 -0.918 -1.511 -1.943  0.542
H4 -0.837 -1.162 0.433  0.312
H5 -1.802 1.094 0.342  0.468
H6 -1.410 1.298 -1.301  0.430
H7 -3.938 0.724 -1.146  0.296
H8 1.438 0.497 -0.520  0.379
H9 0.677 -0.569 2.202  0.354
H10 2.014 -0.873 0.985  0.367
H11 2.763 1.303 1.404  0.263
H12 1.688 1.507 2.637  0.289

## iii
# C4H12N2S

An isolated ion of composition C4H12N2S and charge +1 (the ωB97M-V functional and the def2-TZVPD basis, the OMol25 dataset).

Summary:
- 2S+1 = 2
- HOMO (alpha / beta) (hartree) = -0.494 / -0.489
- expectation value of S² = 0.755
- net charge = +1
- orbital gap (alpha / beta) (eV) = 10.2 / 5.6

Each line ends with the Mulliken charge.
Element x y z (Å)
C1 -1.084 0.217 -2.123  -1.372
C2 -0.219 0.253 -0.824  0.475
C3 0.447 -1.074 -0.458  -1.016
S1 2.221 -0.871 -0.264  -0.120
N1 -0.921 0.974 0.199  -0.113
C4 -0.786 0.756 1.658  -0.484
N2 -2.002 0.697 2.421  -0.527
H1 -2.056 -0.198 -1.906  0.371
H2 -1.123 1.216 -2.535  0.417
H3 -0.516 -0.377 -2.834  0.416
H4 0.610 0.976 -1.020  0.259
H5 0.093 -1.496 0.479  0.472
H6 0.171 -1.819 -1.198  0.406
H7 2.506 -0.859 -1.574  0.172
H8 -0.899 1.973 0.002  0.402
H9 -0.167 -0.112 1.833  0.339
H10 -0.180 1.590 2.027  0.388
H11 -2.411 1.620 2.503  0.270
H12 -2.683 0.063 2.018  0.245

Which one sits at the bottom of the stability order? ii does.

## i
# C2H2BrN

One molecule with the formula C2H2BrN (the ωB97M-V functional and the def2-TZVPD basis, the OMol25 dataset).

Summary:
- HOMO (hartree) = -0.401
- SMILES string = N#CCBr
- net charge = 0
- orbital gap (eV) = 11.2

Each line ends with the Mulliken charge.
Element x y z (Å)
N1 -0.661 2.189 -0.032  -0.376
C1 -0.385 1.037 -0.150  0.204
C2 -0.092 -0.587 -0.040  -0.345
Br1 1.866 -0.635 -0.076  -0.081
H1 -0.460 -1.335 -0.767  0.355
H2 -0.269 -0.668 1.065  0.242

## ii
# C2H2BrN

A 2-piece molecular cluster, C2H2BrN overall (the ωB97M-V functional and the def2-TZVPD basis, the OMol25 dataset).

Summary:
- HOMO (alpha / beta) (hartree) = -0.356 / -0.356
- net charge = 0
- orbital gap (alpha / beta) (eV) = 7.9 / 7.9

Each line ends with the Mulliken charge.
Element x y z (Å)
C1 -2.154 -1.417 0.249  0.174
C2 0.140 0.190 -0.477  -0.351
N1 -3.002 -2.217 0.146  -0.374
Br1 0.238 0.345 -2.313  0.069
H1 -1.339 -0.673 0.611  0.255
H2 1.065 -0.225 -0.046  0.228

Which one sits at the bottom of the stability order? ii does.